4 unconnected molecules or ions with the total composition C18H33FO8S3. Source: OMol25; level of theory: the ωB97M-V functional and the def2-TZVPD basis.

```
63
Properties=species:S:1:pos:R:3
O -0.67902 1.06710 -1.21485
C -1.25480 1.23812 -2.29379
O -2.62617 0.91659 -2.52474
C -2.75259 0.52069 -3.94102
C -1.26559 0.55662 -4.59627
C -0.71250 1.76340 -3.70217
C 0.84369 2.11497 -3.69736
C 0.96276 3.66736 -3.24868
F 2.26689 3.85978 -2.69241
H -3.23382 1.44523 -4.41276
H -3.31797 -0.46074 -3.97046
H -0.59823 -0.34286 -4.33277
H -1.38375 0.80918 -5.70333
H -1.29059 2.67744 -4.05860
H 1.37024 1.92677 -4.69579
H 1.32593 1.43806 -2.90342
H 0.15546 3.90416 -2.46579
H 0.75750 4.27593 -4.18634
C -2.29728 -0.20300 1.10648
C -1.83073 0.23629 2.49584
C -2.27076 -0.84089 3.49007
S -2.34086 -2.37314 2.56766
O -3.71551 -2.81635 2.51334
O -1.26707 -3.24106 3.00176
C -1.90959 -1.67036 0.98555
H -1.84161 0.39788 0.31629
H -3.38449 -0.09498 1.03061
H -0.73940 0.32070 2.50341
H -2.23635 1.21286 2.76819
H -1.56097 -0.94566 4.31100
H -3.26781 -0.63848 3.88430
H -2.44177 -2.19136 0.19024
H -0.83125 -1.78266 0.85351
C -1.23091 -8.85718 3.31773
C -1.84308 -7.45470 3.33624
C -0.93682 -6.54705 2.50203
S -0.14853 -7.60352 1.29169
O 1.27009 -7.63826 1.56391
O -0.67395 -7.30098 -0.02093
C -0.87147 -9.13198 1.86351
H -1.92218 -9.60666 3.70828
H -0.32809 -8.87423 3.93654
H -2.84229 -7.48774 2.89049
H -1.95123 -7.07447 4.35402
H -1.50620 -5.77223 1.98966
H -0.15611 -6.09173 3.11261
H -0.15948 -9.94790 1.74328
H -1.76574 -9.32179 1.26617
C 4.47419 6.60574 -1.42651
C 4.78749 7.72986 -0.43635
C 3.56919 7.89032 0.47542
S 2.77733 6.28587 0.53895
O 1.47881 6.38879 -0.08695
O 2.95434 5.71921 1.85662
C 3.88906 5.47241 -0.59424
H 5.36461 6.28494 -1.97055
H 3.73715 6.95264 -2.15783
H 5.66189 7.45487 0.16197
H 5.02236 8.66566 -0.94811
H 3.85676 8.19113 1.48299
H 2.85326 8.60391 0.06466
H 3.34412 4.74024 -1.18861
H 4.66347 4.97727 -0.00437
```

Its structure (SMILES) is O=C1OCC[C@@H]1CCF.O=S1(=O)CCCC1.O=S1(=O)CCCC1.O=S1(=O)CCCC1. As for the total energy: -70802.028 eV. The value obtained for the LUMO energy is 0.417 eV. Its HOMO energy is -9.99 eV. As for the largest force on an atom: 4.1 eV/Å.

natural (NBO) atomic charge list, values in e, 2 entries: number 1, O, carries -0.560; number 2, C, carries 0.812